Computed, not measured: a structure of composition C31H57BN4O16TlV at a distorted geometry, with ωB97M-V with the def2-TZVPD basis set.

```
111
Properties=species:S:1:pos:R:3:forces:R:3
Tl -0.437034 -1.496075 4.208951 0.300 -0.079 -0.678
O -5.635185 -1.403532 0.097552 0.685 0.809 1.823
V -4.727659 -0.525833 1.059705 0.488 2.105 -3.134
O -5.553700 0.275257 2.101523 -0.315 -0.949 0.093
N -1.491842 0.641519 1.285902 5.904 5.260 4.352
O -1.082629 1.762412 1.552145 -0.330 2.755 -1.207
O -0.691316 -0.199515 1.580230 1.845 -6.356 0.129
O -2.611087 0.491663 1.020849 -8.702 -2.908 -2.611
O -1.847229 5.971000 3.077702 -2.009 -0.700 -2.607
C -2.674496 5.698396 2.194789 1.189 -0.509 1.664
O -2.695261 4.604943 1.420066 0.339 0.175 0.737
B -3.925140 4.542680 0.561706 2.170 1.263 0.840
O -4.502338 5.865325 0.797857 -1.639 -0.294 -0.305
C -3.910943 6.530184 1.765201 1.559 2.906 1.122
O -4.067075 7.684727 2.162754 -0.490 -2.854 -1.195
O -4.689579 3.297637 0.885381 0.785 -0.823 -3.330
C -4.527677 2.553324 -0.257443 -0.299 0.517 -0.057
O -4.974726 1.460136 -0.542112 0.347 -0.981 1.789
C -3.722229 3.348912 -1.374259 -1.286 -2.306 -3.370
O -3.416521 4.448011 -0.871966 0.257 2.908 2.625
O -3.567890 3.048921 -2.560954 -0.243 -0.389 2.764
C 3.380751 -4.013199 1.350080 -1.268 0.171 0.129
C 1.867315 -4.238548 1.133545 -0.459 -0.128 -0.647
C 1.660109 -5.389372 0.068194 -1.589 2.143 0.615
C 1.975157 -6.762553 0.604322 -0.879 0.650 -0.412
C 0.975651 -7.022253 1.777225 2.271 -0.992 0.288
C 1.129022 -6.000162 2.919924 -1.296 -0.475 0.803
N 1.089897 -4.590244 2.388864 -0.174 -1.173 -1.733
O 1.495803 -3.681538 3.366343 0.045 0.136 0.740
C -0.169102 -6.175243 3.764809 0.895 1.145 0.649
C 2.330733 -6.390999 3.856695 0.676 0.166 -0.798
C 1.241212 -2.906458 0.633064 0.375 -0.254 -0.346
H 3.499476 -3.031036 1.807660 0.426 -0.148 0.385
H 3.851682 -3.934879 0.370191 0.185 -0.387 0.166
H 3.726930 -4.846182 1.961954 0.730 0.268 -0.145
H 0.591122 -5.262057 -0.102559 -0.376 -0.658 -0.146
H 2.046748 -5.044545 -0.890827 0.755 -0.327 0.111
H 3.030052 -6.724079 0.876011 -0.030 -0.419 0.731
H 1.941175 -7.510969 -0.187401 -0.366 -0.085 0.087
H 1.301147 -7.973677 2.197887 0.280 -0.109 0.404
H -0.062688 -7.314720 1.620928 -0.104 0.965 -1.068
H -0.169373 -7.162485 4.226814 -0.369 -0.011 -0.205
H -0.117167 -5.443469 4.570981 0.162 -0.068 0.451
H -1.094201 -5.878003 3.270902 0.132 -0.613 -0.545
H 2.531913 -5.763965 4.725297 -0.390 0.345 -0.107
H 2.311756 -7.404716 4.256844 -0.854 -0.067 -0.097
H 3.265668 -6.446332 3.299077 0.141 0.327 -0.253
H 1.813402 -2.524462 -0.212381 0.079 -0.125 -0.218
H 1.280062 -2.090581 1.354831 0.083 -0.218 0.334
H 0.207563 -2.980418 0.295113 -0.052 -0.332 0.037
H 2.425901 -3.917703 3.393652 0.686 0.676 0.919
C -0.468079 -0.101066 -2.320214 -1.671 0.011 2.101
C -1.398581 -1.171514 -2.960971 1.275 0.597 -0.511
C -0.427100 -1.699843 -4.017517 1.450 -2.327 0.089
C -0.676614 -3.142964 -4.491868 -1.395 1.459 -0.126
C -1.194761 -4.051091 -3.387188 0.143 -0.137 -0.315
C -2.292721 -3.504134 -2.437683 1.852 -0.112 -0.737
N -1.819414 -2.201785 -1.954182 4.355 -1.576 -3.419
O -2.589325 -1.712311 -1.024525 -3.264 2.160 3.118
C -3.581308 -3.456679 -3.160014 -2.059 -0.853 -0.252
C -2.334689 -4.453502 -1.261596 -0.952 -0.377 1.245
C -2.583440 -0.490949 -3.577665 -0.744 0.260 0.604
H 0.381422 -0.564318 -1.818371 0.325 0.023 -0.532
H -1.012493 0.325507 -1.477750 -0.302 0.321 0.234
H -0.253738 0.775384 -2.931771 0.291 -0.516 -0.425
H -0.389165 -1.124424 -4.942474 -0.102 0.664 0.456
H 0.565519 -1.706501 -3.567232 0.191 0.279 -0.055
H 0.105844 -3.610558 -5.089531 0.386 0.181 0.412
H -1.408661 -2.856859 -5.247074 -0.852 -1.257 -0.173
H -0.386758 -4.358204 -2.723175 0.353 -0.015 -0.217
H -1.556242 -4.934847 -3.912927 -0.218 -0.340 0.432
H -4.345585 -2.904046 -2.613601 0.114 0.654 -0.270
H -3.515569 -3.217063 -4.221321 0.040 0.545 0.236
H -4.044827 -4.443156 -3.170439 0.231 -0.390 -0.034
H -2.927203 -5.344528 -1.469204 0.377 -0.217 -0.389
H -1.382579 -4.735972 -0.812369 0.258 0.035 -0.522
H -2.887002 -4.055303 -0.410423 -0.228 0.468 -0.009
H -3.244277 -0.278904 -2.737172 -0.321 0.380 -0.169
H -3.149109 -1.136063 -4.249938 0.237 0.275 -0.244
H -2.286635 0.463612 -4.012180 -0.239 -0.150 -0.281
H -2.143467 -1.819277 -0.181093 0.544 0.082 0.090
C 1.564868 7.267443 2.314079 -1.011 -0.618 1.758
C 2.119814 6.751673 1.037554 2.962 0.620 0.082
C 3.673051 6.753271 1.171755 1.615 -1.146 -0.125
C 4.493396 6.149101 -0.010358 -2.230 0.292 0.615
C 4.083228 4.694324 -0.304264 -0.226 1.641 0.635
C 2.535867 4.484576 -0.296413 0.842 -1.272 -0.502
N 1.772474 5.345893 0.729738 -1.321 -0.606 -1.583
O 0.402708 4.951687 0.732421 2.723 1.101 1.014
C 1.871798 4.775966 -1.653522 -0.569 -0.540 -0.691
C 2.324469 2.986895 0.098118 -1.799 0.185 0.901
C 1.785650 7.773987 -0.038535 -0.518 0.050 -1.125
H 1.927528 8.227166 2.682201 0.260 0.274 -1.007
H 1.896994 6.637330 3.139151 -0.522 -0.451 0.047
H 0.478231 7.331936 2.257736 -0.056 -0.199 0.356
H 4.060845 7.771206 1.211092 -0.530 0.105 0.596
H 3.985267 6.199622 2.057239 -0.267 0.243 0.437
H 5.568547 6.242603 0.142667 -0.188 0.167 -0.058
H 4.109897 6.829097 -0.771045 0.879 -0.355 -0.982
H 4.482415 4.027574 0.460059 0.242 0.048 -0.109
H 4.557424 4.505901 -1.267453 -0.568 -0.778 -0.078
H 2.259440 4.143453 -2.452122 0.758 -0.105 0.302
H 0.855083 4.383042 -1.653326 -0.333 0.426 0.208
H 1.902964 5.786931 -2.059823 0.042 -0.001 0.424
H 1.290710 2.642481 0.069605 -0.464 0.602 -0.392
H 2.795640 2.181708 -0.465593 0.912 0.743 -0.057
H 2.465393 2.921079 1.176959 0.819 -0.297 -0.012
H 2.120631 7.499868 -1.038912 -0.439 -0.151 0.011
H 2.348020 8.688330 0.150740 -0.085 -0.095 0.502
H 0.726448 8.026944 0.008318 -0.032 -0.065 -0.377
H 0.181594 5.355025 -0.110210 -1.238 0.099 -0.701
```
Forces are in eV/Å.

Energy   -102834.1787 eV
2S+1   2
Charge   +1
HOMO-LUMO gap (spin up / spin down)   5.3607 / 4.1150 eV